Record 1
The following is a DFT calculation (ωB97M-V/def2-TZVPD) of 2 unconnected molecules or ions with the total composition C5H8O2.

## Properties
largest force on an atom	0.0090	hartree/bohr
energy relative to the best compared isomer or geometry (same formula, charge and spin)	112.7	kcal/mol
E_HOMO	-9.70	eV
Kohn-Sham gap	10.316	eV

Each line ends with the Löwdin charge.
Element x y z (Å)
1 O 1.966517 0.224491 0.187888  -0.067
2 O 0.601978 -2.304584 1.706701  0.018
3 C 0.231790 -1.302757 0.713531  -0.280
4 C -1.877172 1.280192 -0.774529  -0.074
5 C -0.258491 -2.715477 0.836166  0.085
6 C 1.280459 -0.920212 -0.285830  -0.241
7 C -1.051894 1.892715 0.067592  -0.079
8 H 0.026774 1.744694 0.030254  0.035
9 H 2.600653 0.497827 -0.486442  0.095
10 H 1.965858 -1.768329 -0.433736  0.129
11 H 0.782045 -0.715821 -1.247507  0.122
12 H -1.512543 0.613782 -1.555115  0.045
13 H -0.375197 -0.498399 1.121729  0.111
14 H -2.955521 1.415578 -0.725910  0.048
15 H -1.425249 2.556306 0.845204  0.053

Forces on atoms 1 to 6 (eV/Å):
O 0.2 0.1 -0.1
O -0.2 -0.3 -0.1
C 0.0 0.3 -0.2
C 0.1 0.1 0.1
C 0.3 0.2 0.3
C -0.2 -0.3 -0.1

Record 2
The following is a DFT calculation (ωB97M-V/def2-TZVPD) of 2 unconnected molecules or ions with the total composition C23H40NO3.

## Properties
largest force on an atom	0.0144	hartree/bohr
E_HOMO	-4.45	eV
charge	-1
Kohn-Sham gap	7.098	eV

Each line ends with the Löwdin charge.
Element x y z (Å)
1 O -2.925670 0.669218 1.618486  -0.070
2 O -2.783429 0.130227 -0.583770  -0.055
3 O 5.146868 0.245739 1.730038  -0.180
4 N -2.297221 3.351058 0.250079  -0.030
5 C 2.335342 -2.680218 -1.586656  -0.234
6 C -4.622641 2.773607 0.763661  -0.128
7 C 4.819850 1.344807 -0.425914  -0.186
8 C 4.148329 -0.011092 2.695865  -0.108
9 C -2.978879 0.899977 0.377017  -0.704
10 C -0.035300 -2.922509 -0.683530  -0.096
11 C 4.268021 -5.019396 -0.876699  -0.115
12 C -7.962293 1.076215 1.336228  -0.108
13 C 1.298781 2.872303 -0.126933  -0.208
14 C -5.852000 1.934303 0.513152  -0.202
15 C -6.811945 1.822830 1.515269  -0.052
16 C -6.076437 1.252227 -0.679752  -0.026
17 C -8.177334 0.405964 0.137371  -0.119
18 C 4.793757 0.051636 0.373398  -0.249
19 C -0.098762 2.226172 -0.047342  -0.169
20 C 3.836514 2.420781 0.034952  -0.201
21 C -7.225525 0.496697 -0.863739  -0.093
22 C 2.401652 -4.025856 -2.308545  -0.230
23 C 2.859142 -5.193568 -1.436244  -0.272
24 C 1.428346 -2.641334 -0.357054  -0.267
25 C -3.364990 2.363646 -0.004767  -0.282
26 C 2.413412 1.907293 0.288872  -0.219
27 C -1.084949 2.908089 0.923174  -0.231
28 H 1.788162 -3.343783 0.401971  0.098
29 H 4.338025 -4.142921 -0.230907  0.062
30 H -6.652451 2.323276 2.463994  0.108
31 H 1.980224 -1.925794 -2.296112  0.112
32 H -0.603457 3.800687 1.338710  0.101
33 H 5.535122 -0.628658 -0.062711  0.117
34 H -7.362299 -0.038543 -1.795457  0.095
35 H -0.170033 -3.925953 -1.094682  0.062
36 H 4.565686 -5.886801 -0.284862  0.065
37 H 4.058732 0.846456 3.367314  0.085
38 H -5.336208 1.268904 -1.468238  0.106
39 H 4.229575 2.871262 0.950744  0.109
40 H -8.693078 0.998909 2.133133  0.091
41 H 5.842667 1.730947 -0.404855  0.108
42 H 4.426194 -0.884725 3.293834  0.081
43 H 3.346459 -2.368719 -1.302631  0.086
44 H 4.994633 -4.899514 -1.683883  0.072
45 H -0.568483 2.260557 -1.031413  0.110
46 H 3.809043 3.215612 -0.715060  0.103
47 H 3.818074 -0.431704 0.270082  0.090
48 H -0.414154 -2.200481 -1.408308  0.081
49 H -2.674691 4.177486 0.688790  0.082
50 H -0.661770 -2.838546 0.203597  0.078
51 H -4.384053 2.687012 1.826789  0.115
52 H 3.174107 -0.193036 2.238614  0.076
53 H 2.822300 -6.110192 -2.032164  0.100
54 H 1.421023 -4.261180 -2.730145  0.101
55 H 3.083018 -3.931673 -3.161248  0.106
56 H 1.506641 3.236639 -1.137990  0.103
57 H 1.340349 3.746207 0.531261  0.100
58 H -4.840252 3.822910 0.523903  0.117
59 H -3.589937 2.376195 -1.075687  0.116
60 H 4.597514 1.074006 -1.464937  0.115
61 H 2.242159 0.964419 -0.239199  0.101
62 H 0.003964 1.170184 0.209571  0.102
63 H 2.291592 1.720129 1.359282  0.108
64 H 2.155385 -5.338836 -0.612582  0.098
65 H 1.500010 -1.646535 0.092623  0.089
66 H -1.303252 2.240988 1.760875  0.097
67 H -9.069182 -0.194006 0.001363  0.088

Forces on atoms 1 to 6 (eV/Å):
O 0.0 0.0 -0.7
O 0.1 -0.1 0.1
O -0.1 0.2 0.1
N -0.1 0.0 -0.2
C 0.1 0.1 0.0
C 0.1 -0.2 0.0